No. 1
57
Properties=species:S:1:pos:R:3:nbo_charge:R:1 method="wB97M-V/def2-TZVPD" orbital_gap_ev="5.992 / 4.919" homo_energy_ev="-3.263 / -3.107" lumo_ev="2.729 / 1.813" charge=-1 e_tot_ev=-61768.86030 spin_multiplicity=6
Fe 34.012 26.878 13.677 1.624
C 36.327 24.962 10.778 -0.628
C 36.130 24.744 12.244 -0.041
O 35.952 25.821 13.124 -0.990
H 35.476 25.446 10.298 0.172
H 36.470 24.043 10.210 0.187
H 37.211 25.597 10.720 0.189
H 36.950 24.128 12.614 0.127
H 35.182 24.210 12.182 0.098
C 30.118 28.889 15.401 -0.647
C 30.962 27.982 14.445 -0.030
O 32.342 28.221 14.394 -0.990
H 30.464 29.900 15.187 0.201
H 30.423 28.572 16.397 0.204
H 29.063 28.805 15.139 0.181
H 30.652 28.243 13.433 0.085
H 30.635 26.946 14.349 0.110
C 36.869 29.125 12.547 -0.638
C 36.029 29.925 13.537 -0.147
O 35.256 29.173 14.388 -0.236
H 37.607 28.553 13.109 0.232
H 37.310 29.718 11.745 0.192
H 36.227 28.384 12.070 0.206
H 35.424 30.754 13.170 0.206
H 36.803 30.444 14.104 0.182
C 32.654 24.638 16.549 -0.625
C 33.971 25.409 16.692 -0.038
O 34.361 26.447 15.798 -0.982
H 31.821 25.339 16.602 0.200
H 32.463 23.984 17.400 0.181
H 32.529 24.038 15.648 0.149
H 34.734 24.633 16.745 0.108
H 33.887 25.919 17.652 0.127
C 32.437 23.862 11.174 -0.642
C 31.981 24.749 12.306 0.089
C 30.811 24.099 13.051 -0.669
O 32.929 25.065 13.264 -0.730
H 32.975 24.210 10.292 0.216
H 31.603 23.260 10.813 0.208
H 33.008 23.062 11.646 0.207
H 31.704 25.694 11.838 0.183
H 30.259 24.853 13.611 0.238
H 30.999 23.379 13.848 0.221
H 29.939 23.913 12.425 0.208
H 33.131 24.227 13.687 0.489
C 33.019 29.676 10.417 -0.633
C 32.937 28.236 10.574 0.085
C 33.269 27.454 9.337 -0.636
O 33.826 27.764 11.557 -0.748
H 32.236 30.110 9.795 0.211
H 33.955 29.864 9.892 0.189
H 33.131 30.153 11.391 0.246
H 31.978 27.908 10.974 0.189
H 32.563 27.899 8.636 0.203
H 33.101 26.401 9.566 0.222
H 34.228 27.617 8.845 0.208
H 34.679 27.791 11.117 0.477

=====

No. 2
91
Properties=species:S:1:pos:R:3:lowdin_charge:R:1 method="wB97M-V/def2-TZVPD" orbital_gap_ev="5.225 / 5.225" homo_energy_ev="-12.747 / -12.747" lumo_ev="-7.522 / -7.522" charge=+2 e_tot_ev=-162254.04160
W 0.591 -0.275 0.119 2.006
O 1.568 -0.831 -3.854 0.166
C 1.414 -0.304 -2.787 -0.407
N 0.389 -0.617 -1.877 -0.070
C -0.737 -1.315 -2.314 -0.215
C -1.252 -1.335 -3.610 0.011
C -2.397 -2.070 -3.838 -0.038
C -3.007 -2.782 -2.802 -0.060
C -2.495 -2.773 -1.520 0.010
C -1.347 -2.015 -1.282 -0.185
N -0.617 -1.884 -0.088 -0.014
C -0.788 -2.857 0.923 -0.370
O -1.739 -3.582 1.027 0.162
C 0.377 -2.920 1.837 -0.172
C 0.595 -4.034 2.621 0.051
C 1.685 -4.025 3.476 0.006
C 2.460 -2.880 3.539 0.006
C 2.163 -1.802 2.722 -0.061
N 1.150 -1.833 1.847 0.041
C 2.219 0.858 -2.322 -0.200
C 3.312 1.316 -3.023 0.054
C 3.932 2.473 -2.572 0.013
C 3.398 3.130 -1.472 0.003
C 2.309 2.581 -0.819 -0.088
N 1.733 1.445 -1.226 0.025
H -0.759 -0.812 -4.414 0.120
H -2.821 -2.097 -4.832 0.117
H -3.901 -3.353 -3.003 0.102
H -2.969 -3.330 -0.731 0.110
H -0.087 -4.868 2.545 0.139
H 1.913 -4.885 4.090 0.131
H 3.297 -2.803 4.218 0.127
H 2.740 -0.897 2.792 0.106
H 3.639 0.773 -3.898 0.141
H 4.804 2.864 -3.077 0.131
H 3.821 4.055 -1.110 0.126
H 1.873 3.075 0.038 0.103
Br -6.509 -1.715 -4.288 0.800
C -6.402 -0.498 -2.856 -0.676
C -5.866 -0.914 -1.641 -0.106
C -5.779 -0.020 -0.588 -0.016
C -6.250 1.281 -0.753 -0.271
C -6.843 1.662 -1.949 -0.014
C -6.899 0.784 -3.018 -0.100
N -6.305 2.303 0.262 0.097
N -5.479 2.403 1.171 0.096
C -4.282 1.639 1.254 -0.219
C -3.966 1.005 2.431 0.017
C -2.711 0.390 2.632 0.046
C -1.783 0.441 1.631 -0.360
O -0.506 0.013 1.712 -0.308
C -2.080 1.091 0.436 -0.172
N -1.049 1.101 -0.459 0.009
C -1.232 1.746 -1.608 -0.063
C -2.409 2.439 -1.895 0.018
C -3.443 2.442 -0.988 0.064
C -3.306 1.730 0.217 -0.078
H -5.544 -1.938 -1.515 0.097
H -5.412 -0.365 0.368 0.118
H -7.265 2.656 -2.026 0.126
H -7.352 1.079 -3.953 0.112
H -4.706 0.988 3.220 0.133
H -2.478 -0.097 3.569 0.136
H -0.418 1.726 -2.316 0.117
H -2.489 2.966 -2.835 0.127
H -4.347 2.998 -1.198 0.128
O 5.852 0.395 1.914 0.082
C 5.874 -0.614 1.024 -0.247
C 7.081 -1.292 0.856 0.011
C 7.176 -2.323 -0.052 -0.037
C 6.075 -2.716 -0.821 -0.060
C 4.879 -2.065 -0.653 -0.013
C 4.754 -1.009 0.271 -0.083
C 3.460 -0.384 0.448 -0.389
O 2.426 -0.915 -0.202 -0.206
N 3.269 0.607 1.259 0.004
N 1.911 0.953 1.363 -0.230
C 1.702 1.863 2.283 -0.886
S 2.993 2.377 3.310 1.045
C 2.080 3.752 4.062 -0.468
C 0.611 3.392 4.084 -0.454
S 0.198 2.690 2.465 1.049
H 4.968 0.802 1.910 0.044
H 7.928 -0.979 1.450 0.130
H 8.122 -2.834 -0.170 0.120
H 6.165 -3.521 -1.535 0.113
H 4.013 -2.358 -1.230 0.118
H 2.271 4.650 3.475 0.090
H 2.473 3.891 5.068 0.097
H -0.023 4.265 4.235 0.098
H 0.387 2.648 4.847 0.094

=====

No. 3
20
Properties=species:S:1:pos:R:3:nbo_charge:R:1 method="wB97M-V/def2-TZVPD" orbital_gap_ev=7.391 homo_energy_ev=-3.752 lumo_ev=3.639 charge=-1 e_tot_ev=-12985.49518
C 0.087 -0.387 1.986 -0.073
O 0.076 1.025 2.293 -0.748
C -0.374 -0.618 0.526 -0.105
C 0.888 -0.756 -0.340 -0.059
O 0.580 -1.175 -1.617 -0.957
N -1.255 -1.703 0.348 -0.863
H -0.713 -0.642 2.679 0.172
H 1.002 -0.864 2.125 0.161
H -0.924 0.398 0.336 0.167
H 1.394 0.261 -0.499 0.120
H 1.676 -1.339 0.277 0.080
H 0.275 0.042 -2.496 0.509
H -1.341 -1.791 -0.696 0.396
H -0.823 -2.607 0.764 0.336
H 0.992 1.422 2.128 0.462
H -0.050 2.314 -0.012 0.464
O -0.059 2.769 -0.874 -0.993
H -0.170 2.085 -1.537 0.495
H -1.058 0.726 -2.543 0.446
O -0.203 0.839 -2.847 -1.010

=====

No. 4
71
Properties=species:S:1:pos:R:3:lowdin_charge:R:1 method="wB97M-V/def2-TZVPD" orbital_gap_ev="7.925 / 6.665" homo_energy_ev="-10.677 / -11.448" lumo_ev="-2.753 / -4.783" charge=+1 e_tot_ev=-74479.21394 spin_multiplicity=5
Pd -0.301 0.014 0.455 1.162
C -2.894 2.680 -0.122 -0.064
C -1.889 2.815 0.969 -0.600
N -1.024 1.901 1.329 -0.005
C -0.290 2.290 2.433 -0.335
C -0.595 3.522 2.901 -0.310
S -1.824 4.217 1.944 1.136
C 0.689 1.350 2.970 -0.323
C 1.487 1.507 4.054 -0.310
S 2.436 0.108 4.280 1.141
C 1.727 -0.626 2.912 -0.596
N 0.833 0.134 2.334 -0.001
C 2.139 -1.979 2.448 -0.052
H -2.598 1.889 -0.803 0.041
H -3.006 3.616 -0.668 0.090
H -3.865 2.417 0.301 0.091
H -0.160 4.049 3.733 0.089
H 1.556 2.353 4.716 0.088
H 2.765 -2.473 3.189 0.090
H 2.717 -1.885 1.526 0.090
H 1.269 -2.601 2.244 0.083
O 4.070 -4.586 -1.049 0.191
C 3.157 -3.814 -1.107 -0.242
C 3.068 -2.562 -1.965 -0.238
O 3.988 -1.987 -2.515 0.116
C 1.659 -2.066 -1.901 -0.275
C 1.088 -2.619 -0.667 -0.253
O 0.191 -2.133 0.031 -0.015
C 1.868 -3.845 -0.285 -0.270
O 1.571 -4.639 0.568 0.166
O 1.128 -1.301 -2.700 0.051
C -3.050 -2.518 0.890 -0.047
C -4.005 -2.007 -0.191 -0.357
C -4.625 -0.668 0.221 -0.051
C -3.404 -1.962 -1.579 -0.090
C -3.761 -2.895 -2.514 -0.007
C -3.304 -2.807 -3.836 -0.004
C -2.541 -1.716 -4.260 -0.014
C -2.144 -0.735 -3.387 -0.090
C -1.520 0.525 -3.947 -0.342
C -2.642 1.538 -4.221 -0.039
C -0.393 1.179 -3.147 -0.068
C -2.453 -0.924 -1.973 -0.246
O -1.898 -0.226 -1.089 -0.076
H -3.602 -2.675 1.817 0.089
H -2.256 -1.800 1.090 0.041
H -2.579 -3.460 0.608 0.091
H -4.820 -2.732 -0.264 0.134
H -3.853 0.067 0.451 0.050
H -5.237 -0.808 1.112 0.088
H -5.265 -0.263 -0.565 0.092
H -4.426 -3.703 -2.235 0.125
H -3.592 -3.567 -4.551 0.119
H -2.276 -1.631 -5.307 0.127
H -1.100 0.231 -4.913 0.137
H -3.132 1.831 -3.290 0.077
H -3.402 1.125 -4.885 0.086
H -2.233 2.437 -4.684 0.087
H -0.761 1.739 -2.291 0.070
H 0.134 1.883 -3.796 0.092
H 0.296 0.427 -2.774 0.019
N 3.095 0.877 -2.648 0.201
C 3.082 1.946 -1.599 -0.026
C 1.987 1.704 -0.545 -0.630
O 1.702 2.617 0.203 0.075
O 1.491 0.520 -0.594 -0.128
H 3.734 0.093 -2.458 0.134
H 3.334 1.241 -3.568 0.172
H 2.174 0.406 -2.705 0.097
H 2.904 2.906 -2.075 0.136
H 4.055 1.976 -1.113 0.140

=====

No. 5
8
Properties=species:S:1:pos:R:3:nbo_charge:R:1 method="wB97M-V/def2-TZVPD" orbital_gap_ev="6.938 / 7.925" homo_energy_ev="-8.384 / -8.913" lumo_ev="-1.446 / -0.989" charge=0 e_tot_ev=-93970.41503
C -1.180 1.847 -0.940 -0.530
C -0.184 -1.311 1.569 -0.460
P 0.231 2.186 -1.696 0.356
Cl -0.799 -1.405 3.163 0.041
Br -1.281 0.313 0.211 0.195
H 0.735 -0.777 1.297 0.216
H -0.332 -2.324 1.066 0.215
H -0.216 3.340 -2.171 -0.033

=====

No. 6
20
Properties=species:S:1:pos:R:3:lowdin_charge:R:1 method="wB97M-V/def2-TZVPD" orbital_gap_ev=5.156 homo_energy_ev=-18.744 lumo_ev=-13.588 charge=+2 e_tot_ev=-23768.64271
In -1.794 0.786 1.176 1.670
O -0.509 1.955 0.315 -0.060
O 0.713 1.401 -1.399 0.095
O -0.919 2.899 -1.701 0.249
C -0.347 2.118 -0.986 -0.619
C 1.624 1.053 -0.360 -0.026
C 0.965 0.442 0.860 0.149
H 2.322 0.334 -0.801 0.196
H 2.074 1.982 0.017 0.172
H 1.703 0.450 1.669 0.199
O -0.326 -0.195 1.905 -0.026
O -0.729 -0.986 -0.230 -0.023
C -0.762 -2.369 -0.617 -0.039
C -0.029 -3.050 0.529 -0.049
O 0.856 -2.016 0.979 0.104
C 0.213 -0.836 0.790 -0.633
H -1.811 -2.668 -0.705 0.159
H -0.232 -2.475 -1.573 0.164
H 0.575 -3.907 0.217 0.165
H -0.710 -3.338 1.342 0.154

=====

No. 7
95
Properties=species:S:1:pos:R:3:lowdin_charge:R:1 method="wB97M-V/def2-TZVPD" orbital_gap_ev=6.795 homo_energy_ev=-14.848 lumo_ev=-8.053 charge=+3 e_tot_ev=-150643.28224
Sc 0.603 -0.815 0.522 0.884
Cl 5.149 4.296 -2.305 0.737
C 3.964 3.302 -1.545 -0.655
C 2.816 3.890 -0.999 -0.060
C 1.839 3.109 -0.429 -0.016
C 1.956 1.704 -0.337 -0.326
O 0.975 1.000 0.158 -0.197
C 3.182 1.123 -0.797 -0.155
C 3.551 -0.217 -0.494 -0.048
N 2.808 -1.060 0.164 0.006
C 3.334 -2.271 0.635 -0.205
C 4.559 -2.817 0.292 0.016
C 5.001 -4.015 0.865 -0.027
C 4.222 -4.692 1.764 0.009
C 2.962 -4.183 2.143 -0.133
C 2.116 -4.826 3.070 0.045
C 0.932 -4.233 3.429 -0.007
C 0.585 -3.007 2.854 -0.105
N 1.330 -2.386 1.952 0.004
C 2.514 -2.956 1.587 -0.158
C 4.143 1.942 -1.429 -0.037
H 2.714 4.964 -1.019 0.119
H 0.965 3.574 0.007 0.108
H 4.576 -0.470 -0.778 0.139
H 5.203 -2.336 -0.425 0.116
H 5.968 -4.400 0.581 0.126
H 4.563 -5.618 2.195 0.130
H 2.414 -5.774 3.490 0.137
H 0.272 -4.683 4.153 0.123
H -0.337 -2.506 3.140 0.118
H 5.050 1.493 -1.804 0.126
N 0.310 1.871 4.502 0.149
C 0.681 0.848 3.729 -0.099
N -0.021 0.353 2.752 0.091
C -1.266 0.912 2.492 -0.275
N -2.057 0.381 1.606 0.074
N -1.587 -0.697 0.937 -0.066
C -2.432 -1.626 0.649 -0.025
C -1.961 -2.860 0.055 -0.262
C -2.846 -3.893 -0.255 0.021
C -2.341 -5.101 -0.703 -0.004
C -0.965 -5.246 -0.800 0.000
C -0.155 -4.166 -0.472 -0.128
N -0.621 -2.984 -0.080 0.036
C -1.745 2.010 3.304 -0.085
C -3.031 2.541 3.165 -0.018
C -3.467 3.527 4.021 -0.038
C -2.634 3.998 5.037 -0.024
C -1.367 3.480 5.204 0.015
C -0.922 2.480 4.345 -0.160
H 0.901 2.193 5.260 0.179
H 1.632 0.385 3.963 0.154
H -3.478 -1.553 0.941 0.148
H -3.909 -3.753 -0.137 0.128
H -3.006 -5.911 -0.957 0.130
H -0.528 -6.175 -1.128 0.126
H 0.923 -4.266 -0.513 0.113
H -3.677 2.121 2.409 0.107
H -4.468 3.916 3.926 0.119
H -2.992 4.766 5.704 0.126
H -0.733 3.823 6.006 0.128
C -1.735 3.538 -3.121 -0.043
C -1.096 2.328 -2.394 -0.133
N -1.982 1.839 -1.357 -0.152
C -2.222 2.897 -0.397 -0.138
C -2.946 4.085 -1.078 -0.043
N -3.076 3.761 -2.522 -0.089
C -3.920 2.552 -2.705 -0.048
C -3.242 1.395 -1.923 -0.124
H -1.854 3.350 -4.189 0.144
H -1.145 4.447 -2.997 0.144
H -0.151 2.609 -1.926 0.101
H -0.889 1.513 -3.092 0.102
H -1.257 3.198 0.013 0.116
H -2.815 2.484 0.417 0.090
H -2.378 5.011 -0.979 0.143
H -3.943 4.245 -0.663 0.144
H -3.523 4.551 -2.995 0.203
H -3.996 2.332 -3.773 0.144
H -4.926 2.755 -2.329 0.144
H -3.044 0.545 -2.578 0.118
H -3.884 1.046 -1.110 0.131
C 1.795 -0.026 -3.561 -0.265
As 0.727 -1.160 -2.340 1.115
C 1.681 -2.820 -2.799 -0.274
C -0.781 -1.476 -3.591 -0.271
H 1.586 -0.310 -4.597 0.048
H 2.853 -0.202 -3.364 0.031
H 1.601 1.038 -3.435 0.021
H 2.129 -2.711 -3.789 0.049
H 0.989 -3.661 -2.830 0.025
H 2.472 -3.040 -2.081 0.017
H -0.412 -1.994 -4.479 0.046
H -1.230 -0.536 -3.912 0.006
H -1.553 -2.088 -3.122 0.022

=====

No. 8
103
Properties=species:S:1:pos:R:3:lowdin_charge:R:1 method="wB97M-V/def2-TZVPD" orbital_gap_ev=8.080 homo_energy_ev=-5.714 lumo_ev=2.366 charge=-1 e_tot_ev=-148375.43704
P -1.114 1.839 1.129 0.193
F -2.236 0.782 0.701 -0.143
F -1.485 1.635 2.698 -0.170
F -0.069 0.584 1.281 -0.165
F 0.076 2.881 1.578 -0.181
F -0.835 2.074 -0.446 -0.147
F -2.111 3.109 1.147 -0.174
C -3.559 0.208 -2.079 -0.072
C -2.734 -1.085 -1.832 -0.407
C -2.769 -1.897 -3.144 -0.206
O -2.031 -3.091 -2.924 -0.177
C -1.915 -3.829 -4.118 -0.137
N -1.351 -0.776 -1.493 0.063
H -4.606 0.007 -2.347 0.064
H -3.129 0.814 -2.883 0.065
H -3.711 0.917 -1.264 0.059
H -3.158 -1.633 -0.993 0.109
H -2.272 -1.265 -3.885 0.122
H -3.821 -2.144 -3.301 0.123
H -2.934 -4.055 -4.476 0.076
H -1.427 -4.783 -3.942 0.082
H -1.514 -3.321 -5.003 0.080
H -0.951 -0.283 -2.291 0.058
H -1.197 -0.109 -0.741 0.020
C 3.803 -1.433 -0.094 -0.084
C 2.585 -2.350 -0.272 -0.395
C 2.519 -3.520 0.724 -0.204
O 1.569 -4.465 0.267 -0.183
C 1.772 -5.751 0.826 -0.122
N 1.375 -1.530 0.000 0.060
H 3.789 -0.609 -0.807 0.080
H 4.732 -2.011 -0.099 0.076
H 3.723 -0.988 0.902 0.061
H 2.746 -2.723 -1.286 0.136
H 2.267 -3.109 1.705 0.131
H 3.497 -4.017 0.682 0.114
H 2.818 -6.069 0.763 0.078
H 1.237 -6.359 0.090 0.088
H 1.345 -5.861 1.825 0.081
H 1.511 -1.186 0.951 0.051
H 1.497 -0.646 -0.494 0.055
C -3.797 -5.519 2.095 -0.087
C -3.034 -4.248 1.808 -0.441
C -1.564 -4.248 2.262 -0.224
O -0.872 -3.089 1.867 -0.191
C -1.233 -1.967 2.707 -0.067
N -3.143 -3.781 0.408 0.058
H -3.410 -6.408 1.583 0.074
H -4.860 -5.481 1.851 0.070
H -3.745 -5.753 3.165 0.073
H -3.598 -3.452 2.312 0.131
H -1.112 -5.095 1.735 0.116
H -1.467 -4.436 3.336 0.118
H -1.987 -1.355 2.216 0.080
H -0.293 -1.436 2.836 0.067
H -1.565 -2.377 3.664 0.081
H -2.967 -4.601 -0.174 0.076
H -4.115 -3.561 0.210 0.070
C 3.636 2.481 2.472 -0.063
C 3.848 1.951 1.062 -0.145
O 5.303 2.023 0.806 0.033
C 6.043 1.098 1.370 -0.633
O 5.739 0.346 2.265 0.113
O 7.251 1.112 0.810 -0.004
C 8.136 0.039 1.060 -0.055
H 2.575 2.711 2.564 0.041
H 4.189 3.416 2.559 0.088
H 3.997 1.807 3.242 0.072
H 3.399 2.546 0.267 0.126
H 3.524 0.959 0.767 0.079
H 8.281 -0.053 2.135 0.093
H 9.071 0.188 0.526 0.088
H 7.768 -0.909 0.661 0.093
C 0.556 2.593 -3.166 -0.062
C 0.210 2.267 -4.617 -0.215
O 0.124 3.408 -5.459 0.029
C -1.044 4.078 -5.588 -0.611
O -1.263 4.787 -6.521 0.146
O -1.818 3.866 -4.545 -0.027
C -2.918 4.712 -4.329 -0.049
H 0.487 1.716 -2.524 0.059
H 0.118 3.501 -2.772 0.023
H 1.646 2.734 -3.175 0.077
H -0.805 1.854 -4.649 0.113
H 0.884 1.508 -5.007 0.123
H -2.593 5.710 -4.025 0.081
H -3.586 4.372 -3.541 0.098
H -3.506 4.809 -5.245 0.096
C -1.380 5.828 -0.251 -1.016
Cl -2.748 6.971 -0.200 0.481
Cl -0.524 5.973 -1.773 0.566
H -0.770 5.900 0.642 0.040
H -1.837 4.844 -0.258 -0.005
C -3.118 4.258 3.759 -1.017
Cl -4.793 4.387 3.107 0.468
Cl -3.013 5.226 5.225 0.492
H -2.976 3.213 4.007 0.010
H -2.365 4.576 3.049 0.014
C 0.913 2.045 4.781 -0.989
Cl 1.931 3.376 5.384 0.508
Cl 1.466 0.413 5.313 0.480
H -0.082 2.214 5.173 0.018
H 0.874 1.998 3.699 -0.021

=====

No. 9
13
Properties=species:S:1:pos:R:3:nbo_charge:R:1 method="wB97M-V/def2-TZVPD" orbital_gap_ev=10.560 smiles="C=CC(=O)ON(O)O" homo_energy_ev=-10.129 lumo_ev=0.431 charge=0 e_tot_ev=-12866.54855
C 2.279 -0.080 -0.720 -0.311
C 1.774 -0.258 0.492 -0.316
C 0.311 -0.394 0.565 0.732
N -1.718 0.538 -0.667 0.368
O -0.308 0.295 -0.476 -0.432
O -2.264 1.094 0.551 -0.588
O -0.261 -0.809 1.541 -0.562
O -2.300 -0.691 -0.836 -0.523
H 3.347 0.038 -0.798 0.208
H 1.574 -0.472 -1.537 0.231
H 2.384 -0.246 1.441 0.241
H -2.404 2.003 0.430 0.483
H -2.414 -1.018 0.013 0.469